DFT (wB97M-V/def2-TZVPD) results for 4 unconnected molecules or ions with the total composition C4H15NO3 at a distorted geometry.

The total energy comes out at -441.780609 Ha. The spin multiplicity is 1. Its gap between HOMO and LUMO is 8.6824 eV. The value obtained for the molar mass is 125.17 g/mol. The highest occupied orbital energy comes out at -8.2914 eV. As for the largest force on an atom: 5.2 eV/A. The charge is 0.

Structure (XYZ):
```
23
C4H15NO3 (wB97M-V/def2-TZVPD)
O -0.46 -6.59 0.41
O 3.95 1.89 -0.01
O 3.07 1.32 2.95
N -2.30 0.45 -1.30
C -1.06 0.24 -0.56
C -0.79 0.86 0.81
C -2.59 1.77 -1.98
C -0.19 -0.64 -1.14
H 0.23 -6.12 0.10
H 3.80 1.07 3.56
H -1.25 -6.12 0.04
H 3.14 1.45 0.16
H -2.48 -0.41 -1.73
H -1.03 0.06 1.45
H -3.25 1.60 -2.83
H -2.87 2.41 -1.10
H 0.39 0.86 0.95
H 4.22 2.09 0.89
H 0.67 -1.10 -0.78
H 2.54 1.87 3.58
H -0.51 -0.89 -2.14
H -1.53 1.68 1.07
H -1.70 2.26 -2.39
```

---

DFT (wB97M-V/def2-TZVPD) results for a single C9H10O molecule at a distorted geometry.

The total energy comes out at -424.027723 Ha. The spin multiplicity is 1. Its gap between HOMO and LUMO is 9.5213 eV. The value obtained for the molar mass is 134.18 g/mol. The highest occupied orbital energy comes out at -9.0545 eV. As for the largest force on an atom: 2.6 eV/A. The charge is 0.

Structure (XYZ):
```
20
C9H10O (wB97M-V/def2-TZVPD)
O -2.13 -0.85 -1.74
C -0.02 1.33 0.21
C 1.19 1.65 -0.56
C -1.05 0.50 0.06
C 2.20 0.81 -0.85
C 0.45 -2.23 -0.71
C 2.35 -0.46 -0.23
C -2.04 0.20 1.15
C 1.37 -1.33 -0.44
C -1.19 -0.21 -1.32
H -0.43 -2.39 -0.19
H 3.07 1.15 -1.36
H -3.07 -0.06 0.81
H -0.18 -0.22 -1.81
H -1.71 -0.71 1.64
H 3.23 -0.61 0.43
H -0.10 1.77 1.21
H 0.37 -2.77 -1.65
H -2.09 1.03 1.87
H 1.21 2.59 -0.96
```

---

DFT (wB97M-V/def2-TZVPD) results for 5 unconnected molecules or ions with the total composition C4H17NO4.

The total energy comes out at -518.304743 Ha. The spin multiplicity is 1. Its gap between HOMO and LUMO is 10.9136 eV. The value obtained for the molar mass is 143.18 g/mol. The highest occupied orbital energy comes out at -10.2542 eV. As for the largest force on an atom: 0.4 eV/A. The charge is 0.

Structure (XYZ):
```
26
C4H17NO4 (wB97M-V/def2-TZVPD)
O 3.11 0.85 -0.67
O -0.19 -2.25 -0.99
O -2.78 -1.41 1.88
O 2.50 -1.86 -0.60
N -0.18 -0.16 1.27
C -1.49 2.02 -1.55
C 0.85 -0.37 1.97
C -1.56 1.17 -0.29
C -0.18 0.95 0.32
H 1.54 -2.04 -0.70
H -0.88 1.55 -2.33
H 0.56 0.77 -0.45
H -2.20 1.67 0.44
H 0.15 1.87 0.81
H 2.93 -2.36 -1.31
H -1.06 3.00 -1.33
H -0.58 -1.60 -1.59
H 2.90 -0.11 -0.65
H -3.07 -0.91 2.64
H 0.85 -1.21 2.66
H 1.76 0.24 1.92
H -2.48 2.17 -1.97
H -1.91 -1.05 1.63
H -2.04 0.22 -0.49
H 4.06 0.92 -0.50
H -0.62 -2.07 -0.14
```

---

DFT (wB97M-V/def2-TZVPD) results for a molecular structure, C29H56Cl2F4N2O29PdS4 at a distorted geometry.

The total energy comes out at -6470.376175 Ha. The spin multiplicity is 4. Its gap between HOMO and LUMO (spin up / spin down) is 4.1754 / 8.0656 eV. The value obtained for the molar mass is 1278.34 g/mol. As for the expectation value of S²: 3.75. The highest occupied orbital energy (spin up / spin down) comes out at -2.1489 / -7.9144 eV. As for the largest force on an atom: 9.2 eV/A. The charge is -1.

Structure (XYZ):
```
127
C29H56Cl2F4N2O29PdS4 (wB97M-V/def2-TZVPD)
Pd -0.09 1.38 4.43
Cl 0.48 6.12 0.19
Cl -1.72 5.62 -2.31
S 1.19 1.02 1.01
S -0.18 0.24 -0.77
S -2.36 3.65 5.54
S -1.26 4.36 3.52
F -1.50 0.50 -1.71
F -0.46 3.66 2.36
F 2.02 2.37 1.00
F -1.66 3.35 7.01
O 2.10 2.35 4.29
O -0.63 -0.90 0.06
O 4.89 -3.55 0.26
O 0.89 -0.02 -1.70
O -2.65 5.05 5.81
O -4.99 2.22 -4.06
O 2.28 0.07 0.61
O 1.31 -0.56 4.59
O -1.42 1.82 -6.50
O -5.11 0.45 -2.72
O -4.21 2.41 -1.89
O -1.74 1.50 -8.66
O -2.75 -1.68 2.76
O 1.17 -2.88 4.07
O 4.34 -2.98 -1.79
O -3.08 0.37 -7.23
O -3.52 0.18 1.81
O 0.74 1.01 2.39
O -3.40 2.66 5.63
O 1.51 -2.32 6.05
O 3.48 3.87 3.08
O 1.25 -4.98 -1.91
O 4.28 1.90 3.93
O 2.85 -5.38 -3.46
O 6.13 -4.30 -1.54
O -0.50 5.56 3.83
O 1.28 -4.17 -4.08
O -2.56 4.48 2.85
O -1.66 0.36 3.19
N 0.01 1.54 -0.11
N -1.14 3.16 4.45
C -4.82 -1.86 -1.85
C 5.47 1.66 1.75
C 3.47 -2.19 -1.03
C 3.73 -2.76 0.34
C 2.53 4.92 2.92
C -3.46 1.58 1.54
C -2.36 1.03 -9.87
C -0.23 1.35 -4.57
C -2.15 1.18 -7.45
C 5.49 2.10 3.19
C 3.53 -6.32 -2.63
C -3.48 -3.98 2.44
C -1.66 1.56 -5.16
C 0.35 4.67 -0.89
C 1.10 -2.76 2.64
C 0.22 -3.27 -3.95
C 1.77 -4.79 -3.04
C 1.21 -2.25 8.44
C -4.77 1.76 -2.77
C 3.19 2.68 3.79
C -4.74 3.60 -4.33
C -1.11 4.37 -1.14
C -5.00 -0.33 -1.50
C -2.53 -0.33 2.61
C 1.86 -1.58 7.15
C 5.18 -3.71 -1.05
C -3.58 -2.57 1.96
C 4.65 -7.00 -3.41
C 1.40 -1.82 4.85
H 6.26 1.53 3.70
H 4.28 -7.61 -4.23
H -3.17 -2.60 0.95
H 5.29 -7.60 -2.76
H -2.03 2.50 -4.74
H 1.18 -3.79 2.31
H 4.01 -5.78 -1.81
H -4.35 -4.55 2.12
H 5.17 0.61 1.72
H 1.77 4.57 2.22
H -2.59 1.97 1.00
H -3.37 -3.96 3.52
H 2.13 5.13 3.91
H 5.84 3.13 3.23
H 1.92 -2.16 2.24
H -5.83 -0.19 -0.81
H 2.41 -2.22 -1.28
H -4.35 1.78 0.94
H 0.33 0.63 -5.15
H -1.81 1.48 -10.70
H -4.60 -2.20 2.06
H -2.43 0.84 -4.89
H -0.62 -3.62 -3.35
H 1.73 -3.17 8.72
H -0.24 1.12 -3.51
H 6.44 1.71 1.26
H 5.31 -6.23 -3.79
H -5.71 -2.12 -2.43
H -5.55 4.22 -3.94
H 2.82 -3.28 0.62
H 3.97 -1.95 1.04
H 1.35 -0.62 7.11
H -1.18 3.37 -1.57
H -4.46 3.76 -5.37
H -3.39 1.39 -9.89
H -2.43 -0.05 -9.99
H 0.90 3.91 -0.34
H 0.14 -2.36 8.32
H 2.94 -7.04 -2.07
H 4.75 2.24 1.17
H 3.73 -1.14 -1.17
H 1.31 -1.52 9.23
H -2.66 -4.50 1.94
H -3.94 -1.98 -2.49
H -3.88 4.00 -3.79
H 0.44 -2.36 -3.39
H 0.30 2.30 -4.63
H 2.94 -1.48 7.12
H 3.00 5.84 2.57
H -0.03 -2.92 -4.95
H -3.67 2.14 2.45
H 0.99 4.68 -1.78
H 0.22 -2.27 2.22
H -4.73 -2.41 -0.92
H -1.70 4.40 -0.23
H -4.06 -0.06 -1.00
```

---

DFT (wB97M-V/def2-TZVPD) results for a molecular structure, C2HBr2ClF2 at a distorted geometry.

The total energy comes out at -5884.715160 Ha. The spin multiplicity is 1. Its gap between HOMO and LUMO is 10.0109 eV. The value obtained for the molar mass is 258.29 g/mol. The highest occupied orbital energy comes out at -10.3115 eV. As for the largest force on an atom: 3.2 eV/A. The charge is 0.

Structure (XYZ):
```
8
C2HBr2ClF2 (wB97M-V/def2-TZVPD)
Br 1.25 -1.60 -1.12
Br 1.82 1.51 -0.94
Cl -1.55 -1.48 0.47
F -1.25 0.97 1.14
F 1.22 -0.26 1.20
C 0.78 0.04 0.00
C -0.88 0.27 0.09
H -1.40 0.55 -0.85
```

---

DFT (wB97M-V/def2-TZVPD) results for 2 unconnected molecules or ions with the total composition CH4NO2S2 at a distorted geometry.

The total energy comes out at -1042.197573 Ha. The spin multiplicity is 1. Its gap between HOMO and LUMO is 7.8713 eV. The value obtained for the molar mass is 126.18 g/mol. The highest occupied orbital energy comes out at -4.6605 eV. As for the largest force on an atom: 1.7 eV/A. The charge is -1.

Structure (XYZ):
```
10
CH4NO2S2 (wB97M-V/def2-TZVPD)
S 1.37 1.68 0.93
S 0.36 0.09 1.93
O -1.25 -1.96 -2.36
O -0.01 -1.11 -0.67
N -1.62 0.15 -1.59
C -0.92 -1.09 -1.56
H 2.61 1.18 1.01
H -1.45 0.73 -0.78
H -2.13 0.48 -2.38
H 0.24 -0.57 0.60
```

---

DFT (wB97M-V/def2-TZVPD) results for a gas-phase ion, C6H8N (charge +1) at a distorted geometry.

The total energy comes out at -287.754907 Ha. The spin multiplicity is 1. Its gap between HOMO and LUMO is 11.5878 eV. The value obtained for the molar mass is 94.14 g/mol. The highest occupied orbital energy comes out at -14.9157 eV. As for the largest force on an atom: 4.4 eV/A. The charge is +1.

Structure (XYZ):
```
15
C6H8N (wB97M-V/def2-TZVPD)
N -0.56 -0.15 0.35
C 0.95 -0.35 0.41
C 1.05 -0.01 -1.14
C -0.44 0.03 -1.08
C 0.84 0.85 1.35
C -1.30 -1.03 -0.46
C -0.50 0.80 1.40
H 1.54 1.54 1.84
H 1.47 -1.10 0.91
H -1.05 0.87 -1.62
H -1.27 -2.04 -0.40
H -2.34 -0.72 -0.63
H -1.35 1.18 1.95
H 1.56 -0.82 -1.61
H 1.42 0.94 -1.27
```

---

DFT (wB97M-V/def2-TZVPD) results for a molecular structure, CH3LiORb at a distorted geometry.

The total energy comes out at -146.581279 Ha. The spin multiplicity is 2. Its gap between HOMO and LUMO (spin up / spin down) is 3.4761 / 6.6440 eV. The value obtained for the molar mass is 123.44 g/mol. As for the expectation value of S²: 0.75. The highest occupied orbital energy (spin up / spin down) comes out at -3.8900 / -7.0760 eV. As for the largest force on an atom: 2.8 eV/A. The charge is 0.

Structure (XYZ):
```
7
CH3LiORb (wB97M-V/def2-TZVPD)
Rb -0.71 -1.07 1.51
O 0.09 1.07 -1.78
C -0.85 1.36 -1.02
Li 2.49 -0.58 -3.33
H 2.59 0.72 -2.33
H -1.87 1.06 -1.23
H -0.69 2.01 -0.16
```